Molecular formula: CCl2F3N
Method: DFT, ωB97M-V/def2-TZVPD

Results
**HOMO-LUMO gap (alpha / beta)**: 10.2 / 7.6 eV
**Net charge**: 0
**LUMO (alpha / beta)**: -0.345 / -0.916 eV

Last column: Löwdin charge in e.
Cartesian coordinates (Å):
C -0.4723 -1.3073 -0.6352  -1.176
N 0.0553 1.5272 0.9017  -0.062
F -1.6583 -1.8766 -0.4098  -0.057
F 0.4566 2.3639 -0.0764  -0.043
F 1.0656 1.8165 1.8397  -0.102
Cl 0.4713 -0.7766 0.6202  0.822
Cl 0.0818 -1.7471 -2.2403  0.619

Force components x, y, z for each atom (eV/Å):
-0.55 -0.24 -1.91
1.00 2.80 1.05
0.42 0.18 0.69
-0.43 -0.32 -0.48
-0.99 -0.76 -0.31
0.40 -2.04 -0.35
0.14 0.39 1.31